1.
{
  "formula": "C16H47NO13",
  "method": "ωB97M-V/def2-TZVPD",
  "elements": ["C", "C", "C", "O", "C", "N", "H", "H", "H", "H", "H", "H", "H", "H", "H", "H", "H", "C", "C", "O", "O", "H", "H", "H", "H", "H", "H", "C", "C", "O", "O", "H", "H", "H", "H", "H", "H", "C", "C", "O", "O", "H", "H", "H", "H", "H", "H", "C", "C", "O", "O", "H", "H", "H", "H", "H", "H", "C", "C", "O", "O", "H", "H", "H", "H", "H", "H", "C", "C", "O", "O", "H", "H", "H", "H", "H", "H"],
  "coordinates": [[-0.0528, -3.2416, 1.0959], [-1.1357, -3.6653, 0.1082], [-1.1206, -5.1183, -0.3632], [0.1528, -5.3366, -0.9956], [0.2273, -6.6722, -1.5341], [-2.4680, -3.3625, 0.6913], [0.2127, -3.9260, 1.9075], [-0.1776, -2.3050, 1.6388], [0.8354, -3.1571, 0.4650], [-1.0590, -2.9928, -0.7533], [-1.7986, -5.1416, -1.2274], [-1.4482, -5.8869, 0.3385], [0.2961, -7.2888, -0.6341], [1.1292, -6.7456, -2.1332], [-0.6980, -6.8467, -2.0867], [-2.3981, -2.3791, 0.9321], [-3.1060, -3.5159, -0.0834], [-2.6799, 1.8554, -3.1277], [-4.0561, 2.0050, -3.7745], [-4.1408, 1.2758, -4.9758], [-2.3781, 2.7826, -2.0965], [-1.9038, 1.8983, -3.9064], [-2.6013, 0.8604, -2.6743], [-4.2637, 3.0573, -3.9737], [-4.6505, 1.5644, -2.9729], [-3.8077, 1.8089, -5.7008], [-1.6577, 2.3907, -1.5848], [-3.3384, -1.8932, 4.9039], [-2.6788, -0.5318, 4.8763], [-3.1641, 0.2236, 3.7516], [-4.6591, -1.7788, 5.3809], [-2.7441, -2.6004, 5.4946], [-3.2806, -2.3024, 3.8875], [-1.6023, -0.6232, 4.7410], [-2.9027, 0.0908, 5.7450], [-4.0944, 0.4119, 3.9180], [-4.9753, -2.6498, 5.6323], [2.7074, 4.7349, 0.6854], [4.1586, 5.3000, 0.7898], [5.1398, 4.3090, 1.1280], [1.9649, 5.8048, 0.1108], [2.2894, 4.5630, 1.6765], [2.6819, 3.8074, 0.1113], [4.2503, 6.0372, 1.5845], [4.4335, 5.7730, -0.1545], [5.1686, 3.6991, 0.3823], [1.6704, 5.6057, -0.7808], [2.6219, 0.9729, -2.7777], [1.8034, 1.0024, -4.0313], [2.1799, -0.0104, -4.9801], [4.0306, 1.0154, -2.9818], [2.3621, 0.1698, -2.0780], [2.4773, 1.8784, -2.1825], [1.8701, 2.0108, -4.4508], [0.7446, 1.0000, -3.7574], [1.3813, -0.3221, -5.4135], [4.2518, 0.3222, -3.6162], [3.4999, -0.1645, 1.8541], [2.9950, 1.1242, 1.2091], [1.7385, 1.4884, 1.7157], [2.7409, -1.2870, 1.3942], [3.4991, -0.1468, 2.9484], [4.5529, -0.3017, 1.5837], [2.9079, 0.9722, 0.1283], [3.6881, 1.9740, 1.2254], [1.7453, 1.7747, 2.6314], [3.2835, -2.0454, 1.6316], [-1.6672, 0.9733, 0.7396], [-0.5675, 0.7546, -0.3001], [0.1046, 1.8613, -0.8872], [-2.0722, -0.2710, 1.2258], [-2.4524, 1.5685, 0.2543], [-1.3197, 1.6341, 1.5433], [-1.0881, 0.1624, -1.0583], [0.1622, 0.1025, 0.1867], [0.8103, 2.0658, -0.2600], [-2.5604, -0.1763, 2.0598]],
  "atomic_forces_ev_per_a": [[1.2, -0.5, -0.3], [-1.0, 0.6, 1.5], [0.8, 1.2, -2.0], [0.0, -0.5, 0.3], [-0.3, 1.4, 1.4], [0.6, -0.8, -0.1], [-0.4, -0.6, -0.3], [-0.5, 0.3, -0.6], [0.3, 0.2, 0.4], [0.6, -0.4, -0.3], [-0.6, -0.2, 0.3], [0.4, 0.1, 0.4], [0.0, -0.7, -0.4], [-0.1, 0.0, -0.1], [0.2, -0.4, -0.2], [-0.6, 0.1, -0.2], [-0.5, 0.5, 0.3], [1.4, -0.4, -0.2], [1.0, 0.4, 1.0], [-0.3, -0.6, 0.1], [-0.7, 0.2, -0.3], [0.0, 0.1, -0.1], [-0.2, -0.2, -0.4], [-0.3, 0.0, 0.4], [-1.1, 0.2, -0.7], [0.1, 0.1, 0.1], [0.1, 0.5, -0.1], [0.9, -0.4, -0.1], [-0.5, 0.4, -0.4], [0.0, 0.0, -0.1], [-0.2, 0.2, 0.0], [0.0, 0.2, 0.3], [-0.3, 0.1, -0.1], [0.0, 0.0, 0.0], [0.2, -0.5, 0.4], [0.0, 0.0, -0.1], [-0.1, 0.0, -0.1], [1.0, 1.4, 0.1], [0.1, -0.9, 0.3], [-0.4, -0.1, -0.2], [-0.5, -0.1, 0.0], [0.1, -0.3, 0.0], [0.0, 0.0, -0.1], [-0.3, 0.1, -0.1], [-0.2, 0.1, -0.1], [0.2, 0.0, 0.1], [0.1, -0.2, 0.0], [0.8, 0.2, 1.2], [-0.6, 0.8, -0.3], [-0.2, 0.5, 0.7], [0.0, -0.4, -0.5], [-0.1, -0.4, -0.4], [-0.6, 0.1, -0.3], [0.6, -0.1, -0.5], [-0.1, -0.7, 0.1], [0.1, 0.0, 0.0], [0.0, 0.0, 0.0], [0.7, 0.0, -0.4], [0.5, -0.3, 0.1], [-1.1, 0.3, -0.6], [0.3, 0.5, 0.2], [-0.3, 0.4, 0.1], [0.0, 0.1, -0.2], [-0.5, -0.4, 0.1], [0.3, -0.3, 0.8], [0.4, 0.0, 0.0], [-0.3, -0.2, -0.1], [0.3, 2.0, 0.0], [-0.1, -1.7, 0.6], [-0.5, -0.1, 0.4], [-0.1, -0.5, -0.3], [-0.4, -0.4, 0.1], [0.3, -0.2, 0.1], [0.5, 0.1, -0.5], [0.1, -0.1, -0.2], [-0.1, 0.3, 0.1], [0.0, 0.3, 0.0]],
  "charge": 0,
  "smiles": "COC[C@H](C)N.OCCO.OCCO.OCCO.OCCO.OCCO.OCCO",
  "homo_ev": -8.910
}

---

2.
{
  "formula": "C16H48BF3NO8S",
  "method": "ωB97M-V/def2-TZVPD",
  "elements": ["N", "H", "H", "H", "H", "B", "H", "H", "H", "H", "C", "F", "F", "F", "S", "O", "O", "O", "C", "C", "C", "O", "H", "H", "H", "H", "H", "H", "H", "H", "C", "C", "C", "O", "H", "H", "H", "H", "H", "H", "H", "H", "C", "C", "C", "O", "H", "H", "H", "H", "H", "H", "H", "H", "C", "C", "C", "O", "H", "H", "H", "H", "H", "H", "H", "H", "C", "C", "C", "O", "H", "H", "H", "H", "H", "H", "H", "H"],
  "coordinates": [[-0.6444, 0.8208, 0.5071], [-0.8965, 1.6742, 0.9849], [-0.9969, 0.0387, 1.0402], [0.3389, 0.7265, 0.2966], [-1.2093, 0.7582, -0.3278], [3.7368, 0.8756, 2.3058], [2.9479, 1.2142, 2.9595], [3.9252, 1.6850, 1.6177], [4.5346, 0.6114, 2.9825], [3.3627, -0.0076, 1.8115], [-2.0006, 7.3076, 5.6667], [-3.1634, 6.6563, 5.8962], [-2.3255, 8.4149, 5.0797], [-1.4510, 7.6797, 6.8362], [-0.6581, 6.2683, 4.5294], [0.3460, 7.2939, 4.1141], [0.0197, 5.2627, 5.3510], [-1.4870, 5.6051, 3.4929], [7.0440, -2.6587, -0.6712], [7.4973, -1.4754, -1.4417], [7.9715, -1.8965, -2.7867], [6.5301, -0.5152, -1.5983], [7.1619, -2.3812, 0.3762], [7.6782, -3.5207, -0.8784], [6.0241, -2.9310, -0.9428], [8.3588, -1.0571, -0.9211], [8.2940, -0.9633, -3.2484], [7.2073, -2.3378, -3.4266], [8.7366, -2.6569, -2.6305], [6.4432, -0.0357, -0.7712], [2.5616, 1.1256, -7.4127], [2.0978, -0.0536, -6.5592], [2.9905, -1.2496, -6.7991], [2.1435, 0.1767, -5.1656], [1.9432, 2.0228, -7.3887], [2.8483, 0.9237, -8.4447], [3.4424, 1.5284, -6.9127], [1.0735, -0.3724, -6.7528], [3.0053, -2.0167, -6.0249], [4.0452, -0.9781, -6.8455], [2.7113, -1.7504, -7.7261], [3.0419, 0.3630, -4.8832], [-6.2534, -1.7343, 4.7168], [-6.0561, -0.5899, 3.7516], [-5.3007, 0.6058, 4.3658], [-5.3060, -0.9501, 2.6730], [-6.7486, -2.5166, 4.1416], [-6.7133, -1.5098, 5.6792], [-5.2815, -2.2036, 4.8690], [-7.0230, -0.2643, 3.3680], [-4.2918, 0.4109, 4.7296], [-5.7901, 1.1026, 5.2035], [-5.0701, 1.3554, 3.6088], [-4.6107, -1.4551, 3.1009], [-4.7243, 3.4230, -3.8490], [-4.7521, 1.9261, -4.0159], [-5.3629, 1.5471, -5.4052], [-3.5013, 1.2183, -3.7589], [-3.9477, 3.6392, -3.1154], [-5.6478, 3.8111, -3.4193], [-4.4930, 3.9737, -4.7608], [-5.3732, 1.5744, -3.1921], [-5.7795, 0.5430, -5.3251], [-4.5782, 1.5816, -6.1610], [-6.1923, 2.1933, -5.6927], [-2.8249, 1.5175, -4.3709], [-0.9898, -5.5618, 3.1813], [-0.2001, -4.7631, 4.2137], [1.3042, -5.0218, 4.3197], [-0.4956, -3.3656, 4.1175], [-1.1264, -6.5898, 3.5169], [-0.4646, -5.6234, 2.2282], [-1.9911, -5.1980, 2.9506], [-0.7094, -5.0768, 5.1250], [1.4551, -6.0971, 4.2241], [1.7911, -4.6840, 5.2345], [1.9470, -4.5150, 3.5998], [-0.1287, -2.8784, 4.8588]],
  "atomic_forces_ev_per_a": [[-1.1, -0.5, -0.3], [0.4, 0.6, 0.4], [0.4, -0.4, 0.8], [0.8, 0.1, 0.2], [0.0, 0.3, -0.8], [-0.1, 0.1, -0.1], [-3.4, 1.5, 2.7], [1.1, 3.1, -2.9], [3.5, -1.0, 2.3], [-1.5, -3.9, -2.4], [1.5, -1.7, -0.4], [0.5, -0.3, 0.2], [-0.5, 1.7, -1.4], [-0.1, -0.6, 0.3], [2.0, -0.8, -0.6], [-2.7, -0.8, 0.3], [-1.3, 0.8, 0.5], [0.4, 1.7, 1.0], [-0.2, -0.5, 0.9], [1.0, -0.9, -0.3], [0.2, 0.3, -0.7], [-1.1, 1.2, -0.1], [-0.6, -0.5, 0.3], [0.1, 0.0, 0.1], [-0.1, 0.1, 0.2], [0.3, 0.2, 0.1], [0.5, -0.4, -0.5], [-0.3, 0.0, 0.2], [0.4, 0.3, -0.4], [-0.4, 0.2, 0.1], [0.3, 0.9, 0.7], [0.5, -1.0, 0.1], [0.6, -0.8, -0.8], [-0.8, 1.0, 0.5], [-0.7, -0.3, -0.1], [-0.2, -0.4, 0.1], [0.5, -0.3, -0.1], [-0.1, 0.3, -0.1], [-0.7, 0.2, 0.2], [0.1, 0.4, -0.3], [0.2, 0.0, -0.2], [0.2, 0.0, -0.1], [0.4, -0.8, -0.8], [-0.5, 2.4, 2.1], [-0.1, 0.7, 0.4], [1.0, -1.6, -1.7], [-0.7, -0.1, 0.4], [-0.1, 0.0, -0.3], [0.4, 0.2, 0.6], [-0.1, 0.2, 0.1], [0.0, -0.9, 0.1], [-0.3, 0.0, -0.1], [-0.6, 0.1, -0.2], [0.6, -0.3, -0.6], [1.0, 0.5, 0.5], [-0.6, -0.6, -0.6], [0.2, -0.5, 1.3], [-0.8, 0.7, -0.1], [0.1, 0.3, 0.1], [-0.1, -0.1, -0.2], [0.0, 0.0, -0.1], [-0.1, -0.4, -0.2], [0.2, -0.1, -0.3], [-0.1, 0.0, -0.1], [0.2, 0.2, 0.1], [0.0, 0.1, -0.2], [0.7, -0.1, -1.0], [-0.7, 0.6, 1.2], [0.1, -0.4, -0.3], [-0.3, 0.1, -1.0], [0.2, 0.0, 0.2], [0.1, 0.1, -0.2], [0.1, 0.4, 0.4], [0.5, -0.2, 0.6], [0.3, -0.1, 0.1], [-0.6, -0.1, 0.5], [-0.6, 0.0, -0.7], [0.2, -0.2, 0.1]],
  "charge": -1,
  "homo_ev": -5.065
}